Formula: C27H30BaNO
Source: OMol25
Level of theory: the ωB97M-V functional and the def2-TZVPD basis

HOMO-LUMO gap (spin up / spin down): 5.97 / 5.85 eV
Total charge: -1
E_HOMO (spin up / spin down): -3.88 / -3.89 eV

Last column: Mulliken charge in e.
CARTESIAN COORDINATES (ANGSTROEM)
1 C 2.04851 -1.76505 1.70693  -0.701
2 C 0.66397 -1.55354 1.46977  -0.731
3 C 0.28493 -2.27963 0.31699  -0.449
4 H -0.03094 -0.97819 2.08439  1.024
5 C 1.43004 -2.98150 -0.15311  -0.588
6 C 2.52221 -2.66581 0.70726  -0.821
7 H 3.52194 -3.09256 0.64903  0.382
8 H 2.61841 -1.33817 2.53512  0.278
9 H -0.72363 -2.30856 -0.09648  0.304
10 H 1.43953 -3.68277 -0.98688  0.409
11 C 0.16811 2.44331 0.32767  -0.777
12 C 0.36400 1.64447 1.48333  0.006
13 C 1.68299 1.85954 1.96664  -0.466
14 H -0.38433 1.00322 1.94865  0.435
15 C 2.30547 2.81523 1.11244  -0.739
16 C 1.36769 3.17901 0.10062  -0.623
17 H 1.51419 3.93622 -0.67069  0.351
18 H -0.75597 2.48705 -0.25410  0.299
19 H 2.10081 1.40449 2.86540  0.209
20 H 3.29677 3.25003 1.25895  0.373
21 Ba 2.02072 0.15760 -0.67676  1.436
22 O 0.08245 0.03451 -2.05391  -0.464
23 C -0.24682 -0.84470 -3.08721  -0.668
24 C 0.88943 -1.19736 -3.98221  -0.828
25 H -0.54194 -1.80906 -2.62771  0.228
26 H -1.06268 -0.42587 -3.70047  0.387
27 H 1.32810 -2.18781 -3.85035  0.288
28 H 2.47712 -1.97785 -5.93626  0.326
29 C 2.12348 -0.95162 -6.06401  -0.595
30 C 1.35014 -0.37866 -4.99810  0.970
31 C 1.04734 1.03174 -5.09151  -0.428
32 H 0.57756 1.52182 -4.23011  0.342
33 C 1.34782 1.73294 -6.24897  -0.481
34 H 1.10876 2.79461 -6.31629  0.365
35 C 1.93780 1.08947 -7.34843  -0.381
36 H 2.08806 1.62660 -8.28338  0.337
37 C 2.33611 -0.25134 -7.23870  -0.424
38 H 2.80707 -0.75123 -8.08354  0.340
39 C 0.33086 -0.22868 5.04880  -1.155
40 N -0.78876 0.18222 4.21824  0.693
41 C -1.32632 1.48300 4.60097  -1.148
42 C -1.83449 -0.84247 4.09423  -1.168
43 C -2.65607 -0.59195 2.85514  0.696
44 C -4.07281 -0.56544 2.86229  -0.706
45 C -4.74746 -0.30694 1.66625  -0.729
46 C -4.03709 -0.10064 0.48187  -0.604
47 C -2.60946 -0.13378 0.48193  -0.825
48 C -2.01794 -0.38872 1.67154  0.747
49 H 0.01078 -0.47868 6.07795  0.325
50 H 1.06707 0.58630 5.09165  0.311
51 H 0.80601 -1.11135 4.59984  0.252
52 H -2.08425 1.81090 3.87910  0.357
53 H -1.78490 1.45372 5.60778  0.334
54 H -0.51070 2.21799 4.61004  0.328
55 H -1.33522 -1.82525 4.02270  0.365
56 H -2.48138 -0.85478 4.99137  0.392
57 H -4.59894 -0.72607 3.80570  0.362
58 H -5.83938 -0.27190 1.66214  0.325
59 H -4.56498 0.07855 -0.45443  0.414
60 H -2.02979 0.02341 -0.42912  0.507

=====

Formula: CH5N3
Source: OMol25
Level of theory: the ωB97M-V functional and the def2-TZVPD basis

HOMO-LUMO gap: 9.97 eV
ΔE to the lowest compared entry with this formula, charge and spin: 1.0950 eV
E_HOMO: -9.12 eV

Last column: Mulliken charge in e.
CARTESIAN COORDINATES (ANGSTROEM)
1 N -0.80542 1.11076 0.04655  -0.645
2 C -0.02839 0.11536 -0.09319  0.541
3 N 1.29565 -0.05306 -0.05882  -0.398
4 N -0.64355 -1.10103 -0.07781  -0.651
5 H -0.21894 2.00004 0.29340  0.187
6 H 1.85515 0.76344 -0.14065  0.206
7 H 1.77160 -0.77190 0.45920  0.210
8 H -0.53000 -1.53751 0.80179  0.240
9 H -1.63430 -0.84290 -0.22402  0.309

=====

Formula: C2H45O21
Source: OMol25
Level of theory: the ωB97M-V functional and the def2-TZVPD basis

HOMO-LUMO gap: 7.73 eV
Total charge: -1
ΔE to the lowest compared entry with this formula, charge and spin: 0.7930 eV
E_HOMO: -5.90 eV

Last column: Mulliken charge in e.
CARTESIAN COORDINATES (ANGSTROEM)
1 C 2.87000 0.78900 -4.00400  2.628
2 C 2.48200 0.80900 -2.57100  -2.345
3 O 3.73700 0.62500 -1.93200  -0.429
4 H 1.98500 0.73500 -4.65900  -1.053
5 H 3.49100 -0.08700 -4.09300  -0.373
6 H 3.35100 1.67500 -4.35600  -0.369
7 H 1.81100 -0.04700 -2.31100  0.327
8 H 2.06700 1.72400 -2.36300  1.934
9 O -0.55400 0.62700 -3.13100  -0.475
10 H -1.49100 0.82500 -3.16200  0.244
11 H -0.13800 0.89300 -2.35900  0.274
12 O 4.99200 -1.49100 -0.83900  -0.824
13 H 5.24600 -1.76200 -1.66800  0.478
14 H 4.46300 -0.68400 -1.00200  0.217
15 O 2.64300 0.39200 0.38100  -0.765
16 H 1.71100 0.31800 0.19400  0.335
17 H 2.97200 0.59700 -0.53400  0.278
18 O 2.30400 4.33800 -3.21300  -0.813
19 H 2.75900 4.05500 -4.00400  0.399
20 H 2.55400 3.83400 -2.41600  0.395
21 O -0.01800 -2.61000 -2.08500  -0.751
22 H 0.83000 -2.86300 -1.83400  0.379
23 H 0.18200 -2.20200 -2.91700  0.426
24 O -0.26300 3.58300 -3.22200  -0.732
25 H 0.60900 3.98100 -3.03200  0.422
26 H -0.30300 2.74900 -2.84000  0.268
27 O 4.24000 3.09800 -1.28400  -0.829
28 H 4.03500 2.18600 -1.63600  0.328
29 H 3.93400 3.05800 -0.38500  0.335
30 O 0.29000 2.76300 -5.89400  -0.726
31 H 0.60700 2.69700 -5.02100  0.331
32 H 1.06100 2.38400 -6.36100  0.585
33 O 3.93300 -2.16900 -5.60200  -0.668
34 H 4.03800 -2.86700 -6.18900  0.235
35 H 4.56200 -1.55800 -5.95900  0.301
36 O 4.75100 0.97200 -6.44700  -0.694
37 H 5.11200 1.80300 -6.12800  0.356
38 H 3.90900 1.16800 -6.81200  0.399
39 O 2.03300 -1.16600 -7.41400  -0.688
40 H 2.38800 -1.94300 -7.90100  0.296
41 H 2.49100 -1.27400 -6.57800  0.370
42 O 6.17600 1.30300 -2.99900  -0.751
43 H 6.83200 1.80400 -2.47800  0.250
44 H 5.40900 1.01900 -2.40300  0.286
45 O -0.13300 -0.81500 0.14600  -0.644
46 H -0.17400 -1.61500 0.72300  0.298
47 H -0.27400 -1.18000 -0.72100  0.356
48 O 3.11100 4.15500 -5.89300  -0.587
49 H 3.24500 3.77300 -6.77100  0.244
50 H 2.38600 4.75200 -6.04100  0.249
51 O 0.86900 -1.67400 -4.71900  -0.451
52 H 0.28200 -0.98000 -5.07600  0.226
53 H 0.65700 -2.44500 -5.24800  0.245
54 O 5.98300 2.87700 -5.34100  -0.742
55 H 5.46300 3.52800 -4.92500  0.306
56 H 6.20000 2.24600 -4.65600  0.420
57 O 2.12900 1.69800 -7.45600  -0.716
58 H 2.15800 0.71300 -7.36100  0.321
59 H 2.42400 1.95600 -8.33600  0.234
60 O 2.74300 -2.25400 -2.68800  -0.848
61 H 2.96900 -1.35600 -2.45400  0.144
62 H 2.34700 -2.25100 -3.54600  0.413
63 O 5.76100 -1.83300 -3.48700  -0.803
64 H 5.04600 -1.76600 -4.08500  0.404
65 H 5.99100 -0.96800 -3.33700  0.337
66 O -0.52100 0.21500 -6.34400  -0.674
67 H -0.41600 0.86300 -5.66000  0.162
68 H -1.23200 0.59300 -6.93600  0.317

=====

Formula: C15H17BrN5O6S2SeTl
Source: OMol25
Level of theory: the ωB97M-V functional and the def2-TZVPD basis

HOMO-LUMO gap: 6.93 eV
Total charge: -2
ΔE to the lowest compared entry with this formula, charge and spin: 1.3869 eV
E_HOMO: -2.64 eV

Last column: Mulliken charge in e.
CARTESIAN COORDINATES (ANGSTROEM)
1 Tl 0.59620 0.02990 -0.31610  0.992
2 Br -4.10980 1.50330 0.25530  -0.218
3 C -2.75210 1.68140 1.55290  0.183
4 C -3.03470 1.33240 2.85150  -0.422
5 C -2.01180 1.53470 3.76650  -0.287
6 C -0.81210 2.06090 3.33520  -0.479
7 C -0.64370 2.33230 1.97740  0.642
8 N -1.63680 2.20260 1.10870  -0.220
9 C 0.70090 2.82270 1.43380  0.132
10 O 1.25530 3.74070 2.03210  -0.754
11 O 1.12230 2.25040 0.39030  -0.569
12 H -3.97900 0.89560 3.13810  0.354
13 H -2.16840 1.25360 4.80070  0.347
14 H 0.01530 2.23020 4.00550  0.407
15 N -1.05850 1.27560 -1.67660  -0.181
16 C -1.46960 0.92460 -3.02700  -0.559
17 C -2.28560 -0.36660 -3.07890  -0.659
18 C -1.44830 -1.63300 -2.90800  -0.646
19 N -0.85140 -1.66790 -1.58570  -0.049
20 H -1.82390 1.20320 -1.01230  -0.178
21 H -0.67770 2.21660 -1.63680  0.335
22 H -0.57120 0.80830 -3.63940  0.070
23 H -2.08130 1.73530 -3.45240  0.351
24 H -2.78400 -0.40650 -4.05030  0.452
25 H -3.04790 -0.33860 -2.29790  0.279
26 H -0.65350 -1.64460 -3.66470  0.236
27 H -2.09600 -2.51120 -3.08480  0.383
28 H -0.47930 -2.57800 -1.33460  0.228
29 H -1.53160 -1.44120 -0.84810  0.329
30 O -1.82040 -1.25570 2.80380  -0.861
31 S -1.02770 -1.06330 1.60470  1.478
32 O -0.52580 -2.31050 1.02180  -0.667
33 O -1.84640 -0.38360 0.55150  -0.818
34 O 0.15210 -0.16240 1.88180  -0.619
35 Se 2.46140 -1.81010 0.23520  -0.042
36 C 3.05990 -2.33060 -1.50550  -0.001
37 C 2.31920 -2.12090 -2.66950  0.709
38 C 2.81660 -2.55160 -3.88380  -0.392
39 N 3.96830 -3.19700 -4.02430  -0.696
40 C 4.66870 -3.40330 -2.91620  -0.350
41 C 4.27350 -3.00880 -1.65610  -0.497
42 H 1.38650 -1.58840 -2.62910  -0.287
43 H 2.27220 -2.35690 -4.79980  0.365
44 H 5.62000 -3.90540 -3.05940  0.319
45 H 4.89280 -3.19010 -0.78880  0.351
46 S 2.21390 1.16790 -2.34170  -0.340
47 C 1.77360 0.73220 -3.85960  0.600
48 N 1.50470 0.48910 -4.96250  -0.753

=====

Formula: C6H8N2O2
Source: OMol25
Level of theory: the ωB97M-V functional and the def2-TZVPD basis

HOMO-LUMO gap: 8.89 eV
ΔE to the lowest compared entry with this formula, charge and spin: 6.3999 eV
E_HOMO: -9.07 eV

Last column: Mulliken charge in e.
CARTESIAN COORDINATES (ANGSTROEM)
1 C 1.44847 0.79336 1.59402  -1.055
2 C 0.63276 -0.26776 0.85707  0.396
3 N -0.48025 -0.78923 1.38203  -0.516
4 C -1.64926 -0.76931 0.86634  -0.135
5 C -2.00471 0.01202 -0.21963  -0.230
6 C -1.22211 0.51386 -1.12642  -0.357
7 C 0.24624 0.35375 -1.06019  -0.675
8 N 0.87421 -0.66287 -1.81153  0.979
9 O 2.11069 -0.63325 -1.85316  -0.599
10 O 0.19345 -1.51625 -2.29133  -0.600
11 H 1.34577 1.73250 1.02432  0.296
12 H 2.45245 0.43218 1.64437  0.259
13 H 0.95714 0.78972 2.54054  0.371
14 H 1.26789 -1.17165 0.47099  0.273
15 H -2.26218 -1.38815 1.52635  0.426
16 H -3.05624 0.26303 -0.38619  0.301
17 H -1.61783 0.96383 -1.96570  0.480
18 H 0.76352 1.34423 -1.19186  0.387

=====

Formula: C10H31CeNOP2
Source: OMol25
Level of theory: the ωB97M-V functional and the def2-TZVPD basis

HOMO-LUMO gap: 8.47 eV
Total charge: +2
ΔE to the lowest compared entry with this formula, charge and spin: 0.6093 eV
E_HOMO: -15.11 eV

Last column: Mulliken charge in e.
CARTESIAN COORDINATES (ANGSTROEM)
1 Ce 0.02499 -0.00864 -1.03723  -0.057
2 H -3.01470 -0.44767 -1.36280  0.035
3 H -3.01391 0.31001 -1.35599  0.037
4 P 0.47323 -2.57641 -1.24220  0.891
5 P 0.47647 2.56423 -1.18818  0.915
6 C 0.66196 3.37961 0.42051  -1.174
7 H 0.83942 4.44477 0.20686  0.455
8 H -0.25145 3.23349 1.02848  0.318
9 H 1.51535 2.93232 0.96204  0.339
10 C 1.89148 3.00324 -2.23289  -1.134
11 H 1.75494 2.54156 -3.22870  0.369
12 H 1.90894 4.10277 -2.27711  0.445
13 H 2.80299 2.57917 -1.77159  0.342
14 C -1.02578 3.25156 -1.97352  -1.213
15 H -1.90171 3.07304 -1.32177  0.369
16 H -0.83817 4.32786 -2.11834  0.415
17 H -1.21037 2.73746 -2.93486  0.385
18 C 1.98940 -2.98772 -2.14626  -1.140
19 H 1.99420 -4.08312 -2.24869  0.444
20 H 1.97359 -2.47096 -3.12419  0.364
21 H 2.84950 -2.60704 -1.56390  0.343
22 C 0.47401 -3.45171 0.34303  -1.141
23 H -0.49151 -3.29763 0.86169  0.319
24 H 0.64136 -4.51314 0.10377  0.452
25 H 1.28076 -3.05140 0.98354  0.341
26 C -0.93883 -3.20429 -2.22100  -1.188
27 H -1.01032 -2.64258 -3.17067  0.382
28 H -0.74437 -4.27478 -2.39402  0.415
29 H -1.87941 -3.04341 -1.66124  0.357
30 H 0.49549 -0.00646 -2.79088  -0.109
31 H 1.92233 -0.00483 -0.72499  -0.077
32 C -0.15384 0.03543 4.13711  -0.999
33 N -0.19780 0.00145 2.67876  0.178
34 C 1.10144 -0.03544 1.94271  -0.887
35 C -1.30176 0.01169 2.01144  0.808
36 C -2.66608 0.04119 2.62801  -1.180
37 O -1.23886 -0.00412 0.72906  -0.229
38 H 0.87810 0.02365 4.42083  0.332
39 H -0.69832 -0.83701 4.53371  0.371
40 H -0.66553 0.94438 4.49377  0.375
41 H 1.21198 -0.97428 1.34850  0.110
42 H 1.25073 0.87803 1.32041  0.106
43 H 1.88949 -0.03692 2.68437  0.466
44 H -3.20269 0.92368 2.25675  0.302
45 H -3.22921 -0.83281 2.27685  0.304
46 H -2.62754 0.05176 3.71881  0.445

=====

no.,molar mass (g/mol)
1,521.87
2,59.07
3,405.36
4,790.71
5,140.14
6,383.43